Molecular formula: C25H61AlN3O5
Method: DFT, wB97M-V/def2-TZVPD

Output
HOMO-LUMO gap ... 6.5 eV
Total charge ... -1

Each line ends with the Mulliken charge.
Cartesian coordinates (Å):
C -1.65363 -0.31278 0.73166  -1.02
C -2.82765 -0.34747 1.70945  -0.59
C -3.46109 -1.74847 1.87583  -0.47
C -3.71046 -2.20456 3.33076  -0.90
Al -2.90097 -3.96737 3.98622  -1.64
C -4.43341 -5.32157 4.01894  -0.36
C -4.15196 -6.77994 4.33477  -0.68
O -3.33852 -6.98347 5.49995  -0.61
C -2.26470 -3.68701 5.91260  -1.27
C -0.78239 -3.73812 6.32345  -0.42
C 0.07998 -2.56865 5.81935  -0.12
N -0.66879 -1.30997 5.72845  -0.69
C -1.44019 -4.60061 2.70981  0.69
C -0.80098 -5.93291 3.13598  -1.61
C -0.40307 -3.48151 2.40492  0.64
C 1.07046 -3.89111 2.31568  -1.92
H -1.43206 0.70202 0.38654  0.45
H -0.74935 -0.70357 1.20343  0.12
H -1.84769 -0.92732 -0.15007  0.26
H -2.48727 0.00096 2.69044  0.31
H -3.58824 0.37286 1.38783  0.36
H -4.40701 -1.76093 1.32100  0.46
H -2.81635 -2.46231 1.35142  0.11
H -3.39927 -1.39693 4.01095  0.53
H -4.79185 -2.29929 3.50242  0.47
H -5.16028 -4.93075 4.74904  0.29
H -4.94308 -5.29488 3.04375  0.35
H -5.05049 -7.37217 4.54820  0.39
H -3.66924 -7.25302 3.46568  0.21
H -2.55625 -6.41769 5.40401  0.40
H -2.79550 -4.43915 6.51188  0.59
H -2.67055 -2.72734 6.26191  0.71
H -0.32623 -4.64707 5.91357  0.09
H -0.67114 -3.81272 7.41372  0.52
H 0.90890 -2.39901 6.51494  0.42
H 0.53227 -2.84808 4.85680  -0.09
H -0.09368 -0.59289 5.30279  0.25
H -1.47085 -1.44249 5.12040  0.16
H -1.96444 -4.80925 1.76223  0.54
H -0.15699 -6.39621 2.37544  0.42
H -0.18769 -5.82463 4.03733  0.12
H -1.57280 -6.67224 3.37090  0.37
H -0.65999 -3.01531 1.44905  -0.01
H -0.47657 -2.66246 3.13705  0.02
H 1.22981 -4.64571 1.54027  0.41
H 1.44321 -4.30564 3.25563  0.37
H 1.69699 -3.02707 2.06917  0.37
C 3.79363 2.38269 -2.82905  -0.58
O 3.30802 1.60946 -3.90487  -0.27
C 4.06956 0.44220 -4.18412  -0.90
C 3.23934 -0.79817 -3.94256  -0.19
N 2.92635 -0.93215 -2.53236  -0.28
C 2.02847 -2.03038 -2.19728  -0.81
C 0.61440 -1.97657 -2.76210  -0.58
O -0.14794 -0.89587 -2.26398  -0.29
C -0.08403 0.30873 -2.99216  -0.74
H 3.15917 3.26584 -2.75700  0.02
H 3.75614 1.84154 -1.87725  0.33
H 4.82848 2.70024 -3.00327  0.40
H 4.96367 0.41920 -3.55278  0.42
H 4.38368 0.47745 -5.23140  0.39
H 3.81434 -1.67409 -4.26153  0.37
H 2.35125 -0.73874 -4.58955  0.19
H 2.52326 -0.06415 -2.20124  0.12
H 1.94930 -2.07899 -1.10935  0.45
H 2.49222 -2.96751 -2.52512  0.38
H 0.09837 -2.88642 -2.44643  0.40
H 0.61026 -1.95792 -3.86025  0.31
H 0.04813 0.12217 -4.06386  0.32
H 0.72699 0.96458 -2.65884  0.26
H -1.02834 0.83136 -2.83879  0.29
C 3.19935 6.36633 -1.62400  -0.82
O 2.00885 5.79637 -2.12344  -0.16
C 0.82728 6.51574 -1.79040  -0.88
C 0.15947 7.02251 -3.04789  -0.21
N 1.00445 7.99309 -3.72209  -0.34
C 0.51588 8.43600 -5.01927  -0.75
C 0.39003 7.38875 -6.11968  -0.48
O 1.63051 6.83548 -6.51718  -0.43
C 2.01981 5.65550 -5.83975  -0.49
H 4.00194 5.65856 -1.82626  0.21
H 3.43633 7.32185 -2.10555  0.34
H 3.14160 6.52967 -0.54307  0.34
H 1.07218 7.34920 -1.12522  0.43
H 0.14660 5.84055 -1.26563  0.36
H -0.78830 7.49972 -2.77906  0.38
H -0.08098 6.14775 -3.66933  0.18
H 1.92948 7.59580 -3.83390  0.17
H 1.18596 9.22031 -5.37902  0.38
H -0.46834 8.89686 -4.87788  0.39
H -0.02836 7.87960 -7.00232  0.34
H -0.29792 6.58324 -5.83546  0.34
H 1.15349 5.03558 -5.58927  0.27
H 2.56811 5.86027 -4.91548  0.13
H 2.66893 5.09258 -6.50926  0.29

Forces on atoms 1 to 6 (eV/Å):
0.00 0.03 -0.01
-0.03 0.01 0.11
-0.02 -0.03 -0.06
0.06 0.04 0.04
-0.05 0.12 -0.11
-0.01 -0.06 0.13

---

Molecular formula: C25H61Ba2N4O11
Method: DFT, wB97M-V/def2-TZVPD

Output
HOMO-LUMO gap ... 1.0 eV
Total charge ... +3

Each line ends with the Mulliken charge.
Cartesian coordinates (Å):
Ba 29.54546 11.17383 20.59935  1.82
Ba 25.02898 14.53933 18.51253  1.45
O 27.00442 10.28309 15.40645  -0.45
C 26.39026 10.95876 16.34605  0.69
O 25.34585 11.50709 16.07499  -0.65
O 26.88775 11.15693 17.45269  -0.78
H 26.36929 10.34498 14.68925  0.33
C 23.66185 15.73795 14.86073  -0.82
O 23.90718 16.55235 16.00393  -0.04
C 24.08940 17.93668 15.79316  -0.87
C 25.61406 18.32745 15.93540  -0.71
N 26.08687 17.74688 17.22637  0.03
C 27.57591 17.97738 17.26581  -0.85
C 28.36877 17.01840 16.42900  -0.53
O 27.64894 15.91196 15.86541  -0.18
C 28.60097 14.87655 15.60040  -0.88
H 22.81162 16.07581 14.26822  0.32
H 23.44970 14.73351 15.22702  0.25
H 24.63443 15.62419 14.38191  0.35
H 23.54748 18.59376 16.47335  0.41
H 23.75701 18.23433 14.79867  0.37
H 25.52507 19.41026 15.84758  0.37
H 26.23141 18.02138 15.09083  0.44
H 25.64957 18.24752 17.98678  0.08
H 27.96078 18.10208 18.27795  0.52
H 27.71074 18.93826 16.76919  0.29
H 29.06935 16.66194 17.18413  0.39
H 28.93797 17.53698 15.65752  0.36
H 29.15241 14.53775 16.47745  0.28
H 29.48132 15.16563 15.02636  0.36
H 28.11687 14.00093 15.16794  0.30
C 25.63638 9.13304 4.81045  -0.72
O 25.16979 9.52666 6.07455  -0.30
C 24.41688 10.77046 6.06669  -0.59
C 24.04829 11.28131 7.50624  -0.56
N 22.84296 10.72860 7.98435  -0.19
C 22.48475 11.52906 9.13540  -0.79
C 21.60677 10.79920 10.19239  -0.65
O 22.26337 9.56565 10.47147  -0.34
C 23.43535 9.61076 11.19219  -0.58
H 26.41965 9.79681 4.44438  0.30
H 24.81068 9.09442 4.09993  0.30
H 26.13263 8.16382 4.85984  0.25
H 23.50493 10.74726 5.47011  0.33
H 25.03984 11.57487 5.67562  0.34
H 24.13653 12.36617 7.56449  0.42
H 24.86254 10.99224 8.17071  0.27
H 22.07932 10.71790 7.32340  0.27
H 21.93510 12.39732 8.77190  0.46
H 23.37801 11.89151 9.64414  0.45
H 20.59240 10.72366 9.80066  0.32
H 21.39394 11.28893 11.14264  0.33
H 24.28165 10.07619 10.68698  0.21
H 23.81973 8.66378 11.57112  0.27
H 23.34912 10.21580 12.09474  0.25
C 20.32541 2.94135 16.17761  -0.79
O 21.25377 2.55936 15.21880  -0.31
C 21.92916 1.40914 15.62692  -0.56
C 23.10506 1.19772 14.69352  -0.68
N 24.17762 2.24296 14.93570  -0.26
C 25.40245 2.04098 14.31434  -0.70
C 26.52343 3.02750 14.50915  -0.59
O 26.33293 4.13881 13.73356  -0.29
C 27.42686 5.08985 13.82557  -0.75
H 20.87567 3.47207 16.95456  0.31
H 19.80060 2.13009 16.68211  0.33
H 19.60915 3.64475 15.75301  0.25
H 21.32162 0.50487 15.59091  0.42
H 22.35658 1.45160 16.62873  0.34
H 22.81491 1.12620 13.64529  0.36
H 23.58824 0.28789 15.04970  0.44
H 23.84209 3.10379 14.52768  0.19
H 25.44294 1.72565 13.27173  0.36
H 25.68600 1.12318 14.82945  0.44
H 27.54238 2.74863 14.24065  0.41
H 26.52670 3.30449 15.56336  0.31
H 28.39323 4.61023 13.67002  0.32
H 27.47461 5.59734 14.78904  0.29
H 27.28147 5.82410 13.03320  0.25
C 23.29166 20.87215 20.61054  -0.81
O 23.52422 19.41558 20.38575  -0.35
C 24.07730 18.71418 21.53936  -0.42
C 23.51823 17.32631 21.61286  -0.83
N 22.79403 16.77942 20.46540  -0.11
C 21.64378 16.00772 21.00041  -0.75
C 20.91917 15.32583 19.85513  -0.69
O 21.63235 14.48447 18.97874  -0.15
C 20.83500 13.70942 18.13063  -0.80
H 22.56178 21.12451 21.37976  0.34
H 22.98344 21.47750 19.75810  0.26
H 24.21323 21.22889 21.07047  0.34
H 24.09847 19.34837 22.42562  0.48
H 25.15108 18.62020 21.37732  0.22
H 22.95013 17.35745 22.54259  0.36
H 24.31421 16.62424 21.86110  0.36
H 22.26443 17.59383 20.18906  0.24
H 20.92396 16.72387 21.39677  0.40
H 21.89499 15.24930 21.74189  0.44
H 20.41155 16.10032 19.28016  0.35
H 20.19084 14.62821 20.26861  0.39
H 20.25473 14.33328 17.45078  0.31
H 20.28819 12.90631 18.62471  0.37
H 21.59853 13.04056 17.73346  0.24

Forces on atoms 1 to 6 (eV/Å):
-0.17 -0.58 -0.75
-1.35 0.93 -1.77
1.12 -1.19 -0.46
-0.58 1.45 0.12
-3.48 1.54 -1.42
3.39 -0.14 4.18

---

Molecular formula: C25H61ClLiN3O6
Method: DFT, wB97M-V/def2-TZVPD

Output
HOMO-LUMO gap ... 8.0 eV
Total charge ... +2

Each line ends with the Mulliken charge.
Cartesian coordinates (Å):
Li 2.52075 -0.11512 -2.31228  0.90
Cl 0.58179 0.35492 -0.85053  -0.65
C -2.89464 -1.56187 -2.09187  -1.50
C -1.99917 -2.48158 -1.30597  -0.24
N -1.60684 -3.76863 -2.01894  0.48
C -2.79399 -4.68615 -2.01880  -0.95
C -1.18056 -3.57509 -3.44500  -0.71
C -0.11750 -2.53211 -3.63093  -0.85
C -0.49971 -4.37562 -1.19474  -0.26
C 0.15646 -5.62054 -1.69929  -1.13
O -0.73881 -6.70539 -1.63381  -0.38
C -0.40413 -7.79986 -2.48513  -0.75
H -3.86722 -2.01814 -2.27684  0.41
H -2.48174 -1.22213 -3.03700  0.30
H -3.05336 -0.67124 -1.48309  0.43
H -2.51239 -2.85080 -0.41608  0.38
H -1.08060 -2.02175 -0.94451  0.34
H -3.59551 -4.19665 -2.56160  0.41
H -3.09026 -4.89601 -0.99460  0.36
H -2.49961 -5.62478 -2.47370  0.38
H -2.06284 -3.34774 -4.04175  0.48
H -0.82611 -4.53903 -3.79926  0.53
H 0.77325 -2.77464 -3.03745  0.24
H -0.43013 -1.60859 -3.13883  0.13
H 0.20657 -2.33415 -4.64463  0.44
H -0.89136 -4.55536 -0.19431  0.45
H 0.29381 -3.63494 -1.10206  0.19
H 0.99469 -5.84014 -1.01696  0.46
H 0.64596 -5.55041 -2.67743  0.46
H -0.88776 -7.68644 -3.45957  0.29
H -0.80550 -8.70100 -2.02632  0.28
H 0.67572 -7.92056 -2.58249  0.35
C -1.27438 0.32441 3.03082  -1.62
C -0.28989 -0.72874 2.54324  -0.22
N 1.06675 -0.71191 3.17515  1.05
C 0.98227 -1.20980 4.56548  -1.12
C 2.03196 -1.56730 2.39283  -0.14
C 1.53074 -2.96518 2.06524  -1.36
C 1.56262 0.72854 3.20779  0.02
C 3.06390 0.94323 3.10593  -0.88
O 3.78291 0.45298 4.21641  -0.38
C 3.60664 1.15838 5.42252  -0.70
H -2.22432 0.06591 2.55655  0.49
H -1.00116 1.36217 2.89169  0.32
H -1.52882 0.16850 4.08535  0.37
H -0.07076 -0.64047 1.47943  0.09
H -0.77716 -1.69097 2.69525  0.39
H 0.30959 -0.59204 5.15010  0.43
H 1.96869 -1.17234 5.02184  0.36
H 0.63579 -2.23915 4.53587  0.38
H 2.94781 -1.63236 2.97313  0.44
H 2.21426 -1.03781 1.45926  0.18
H 2.19471 -3.36771 1.30313  0.53
H 0.56181 -2.92877 1.55574  0.13
H 1.40178 -3.58087 2.94972  0.31
H 1.20147 1.18055 4.12882  0.36
H 1.10803 1.29221 2.39262  -0.17
H 3.24787 2.00614 2.91357  0.55
H 3.48423 0.42303 2.25093  0.19
H 4.02304 2.16871 5.35721  0.34
H 4.16214 0.61874 6.18513  0.26
H 2.55466 1.22601 5.72195  0.28
C 1.51566 4.28516 -2.89284  -1.19
C 0.18252 3.64199 -2.68926  0.17
N -0.64202 4.25911 -1.56096  0.41
C -1.01333 5.66133 -1.90934  -1.12
C -1.90458 3.40480 -1.41569  -0.15
C -2.69538 3.24569 -2.70878  -1.35
C 0.13485 4.17628 -0.29276  0.21
C -0.51670 4.78218 0.92254  -1.15
O -1.43719 3.89417 1.49910  -0.18
C -2.01276 4.42943 2.68958  -0.86
H 1.48650 5.36393 -3.00724  0.32
H 1.96899 3.80518 -3.76251  0.43
H 2.20438 4.00714 -2.09134  0.27
H 0.30456 2.59740 -2.39740  -0.05
H -0.44787 3.72055 -3.56875  0.46
H -2.03291 5.84610 -1.58108  0.33
H -1.04626 5.73933 -2.99230  0.45
H -0.30139 6.35008 -1.47459  0.40
H -2.49060 3.96145 -0.69353  0.45
H -1.53373 2.45079 -1.04794  0.08
H -3.72855 3.08188 -2.38155  0.41
H -2.44998 2.34152 -3.26081  0.34
H -2.72989 4.12288 -3.34917  0.38
H 1.04247 4.74097 -0.49017  0.49
H 0.37179 3.13100 -0.12254  -0.47
H -1.01438 5.73880 0.69984  0.52
H 0.29609 5.04603 1.61627  0.58
H -1.27133 4.39953 3.49037  0.31
H -2.91398 3.87035 2.91954  0.23
H -2.33060 5.46778 2.53163  0.39
O 2.39905 2.28499 0.20347  -0.20
C 3.65338 1.89585 -0.32164  0.53
O 3.52174 1.08235 -1.30287  -0.77
O 4.64022 2.34077 0.19085  -0.63
H 1.78482 1.64071 -0.18502  -0.17

Forces on atoms 1 to 6 (eV/Å):
0.35 1.05 1.08
-0.97 -1.21 -0.73
-0.26 0.12 0.08
0.14 -0.44 0.26
-0.04 -0.16 0.20
0.07 -0.12 -0.09

---

Number 1: LUMO energy 1.95 eV. Number 2: LUMO energy -11.04 eV. Number 3: LUMO energy -4.64 eV.